A structure of composition C13H27NaO13 at a distorted geometry, computed with the ωB97M-V functional and the def2-TZVPD basis.

Last column: natural (NBO) charge in e.
Positions of all 54 atoms, in Å:
Na (10.3571, 13.6030, 24.0301)  0.95
C (7.7893, 11.8540, 25.0187)  -0.21
O (9.1689, 11.6865, 24.9525)  -1.05
H (7.1891, 11.3336, 24.2723)  0.11
H (7.3767, 11.5760, 25.9885)  0.11
H (7.5580, 12.9069, 24.8574)  0.08
C (15.2755, 15.3803, 22.7803)  -0.27
O (15.2119, 14.6639, 24.0312)  -0.48
C (14.0173, 14.4607, 24.5248)  1.00
O (12.9252, 14.6336, 23.9876)  -0.68
O (14.2493, 14.1251, 25.7951)  -0.49
C (13.1517, 13.7405, 26.6244)  -0.28
H (14.9226, 16.4100, 22.8368)  0.19
H (14.8177, 14.8092, 21.9726)  0.19
H (16.3183, 15.6018, 22.5531)  0.21
H (12.4575, 13.0736, 26.1129)  0.20
H (12.5063, 14.5462, 26.9744)  0.20
H (13.4278, 13.1984, 27.5288)  0.21
C (7.6656, 15.9281, 26.3481)  -0.28
O (8.6194, 16.8848, 26.0881)  -0.49
C (9.8867, 16.5781, 25.7126)  1.01
O (10.3117, 15.4154, 25.6371)  -0.69
O (10.5290, 17.7058, 25.4358)  -0.49
C (11.7070, 17.6985, 24.7085)  -0.26
H (6.8675, 16.3619, 26.9505)  0.20
H (8.0019, 14.9371, 26.6528)  0.22
H (7.1035, 15.6460, 25.4578)  0.19
H (12.4938, 17.2082, 25.2818)  0.19
H (12.1159, 18.6844, 24.4874)  0.20
H (11.6231, 17.1476, 23.7717)  0.20
C (14.5265, 11.4683, 22.1826)  -0.26
O (13.9546, 10.5487, 23.0899)  -0.49
C (12.7725, 10.7312, 23.6423)  1.00
O (11.9258, 11.6051, 23.3441)  -0.69
O (12.7387, 9.8478, 24.6106)  -0.48
C (11.5959, 9.6669, 25.3502)  -0.27
H (15.5995, 11.2817, 22.1371)  0.20
H (14.2651, 12.5178, 22.3177)  0.19
H (14.0363, 11.1816, 21.2523)  0.19
H (10.7698, 9.1996, 24.8143)  0.20
H (11.2353, 10.6201, 25.7368)  0.23
H (11.7757, 9.0262, 26.2136)  0.18
C (8.3035, 18.0785, 22.1174)  -0.26
O (9.2383, 17.4766, 21.1516)  -0.48
C (9.9029, 16.4115, 21.4079)  1.01
O (9.7646, 15.5877, 22.3243)  -0.71
O (10.8782, 16.3393, 20.5166)  -0.50
C (12.0565, 15.5959, 20.6886)  -0.25
H (8.4889, 19.1279, 22.3466)  0.21
H (8.4507, 17.5216, 23.0427)  0.21
H (7.2916, 17.8880, 21.7596)  0.20
H (12.7045, 16.1379, 21.3773)  0.18
H (12.5224, 15.5351, 19.7050)  0.20
H (11.9141, 14.6055, 21.1209)  0.21

The LUMO energy is 0.089 eV. As for the total charge: 0.

---

A cluster of 2 separate species, C4H13NOS in total at a distorted geometry, computed with the ωB97M-V functional and the def2-TZVPD basis.

Last column: Mulliken spin population.
Positions of all 20 atoms, in Å:
C (-0.5981, 0.0753, -1.3643)  0.00
C (0.5413, 0.1421, -2.2821)  0.01
S (0.8222, -1.3809, -3.2290)  0.06
C (-0.2542, -0.6964, -0.0726)  0.04
N (0.8921, -0.1365, 0.7965)  0.74
C (1.0157, -0.9669, 1.9451)  0.04
H (-1.6177, -0.1906, -1.7967)  0.00
H (-0.7420, 1.1034, -1.0869)  0.00
H (0.3176, 0.9250, -3.0369)  0.00
H (1.3651, 0.5650, -1.6293)  0.01
H (1.2296, -0.8587, -4.5048)  0.00
H (0.1156, -1.7247, -0.3397)  0.01
H (-1.1982, -0.7328, 0.5864)  0.03
H (0.6559, 0.8327, 1.0047)  -0.01
H (1.8858, -0.7205, 2.5835)  0.01
H (0.0567, -0.7940, 2.5006)  0.06
H (1.0020, -2.0585, 1.7407)  0.00
H (-2.5744, 2.2789, 2.9534)  0.00
H (-1.0579, 2.1106, 2.8856)  0.00
O (-1.8570, 2.2276, 2.3459)  0.00

The LUMO energy (spin up / spin down) is -3.183 / -8.356 eV. As for the total charge: +1. Its expectation value of S² is 0.755. Its multiplicity is 2.

---

A structure of composition CH6CuNO7P3 at a distorted geometry, computed with the ωB97M-V functional and the def2-TZVPD basis.

Last column: Mulliken spin population.
Positions of all 19 atoms, in Å:
O (0.6211, -1.6581, 1.4945)  0.07
C (0.6532, -1.7450, 0.2622)  -0.03
O (0.2116, -2.9708, -0.3083)  0.00
N (1.0603, -0.6748, -0.6798)  0.13
P (0.2184, 0.8431, -0.3952)  0.56
P (-1.8896, 0.5693, 0.1188)  -0.01
O (-2.1542, -0.5347, 1.1452)  0.17
O (-2.9375, 0.3910, -1.2294)  0.00
O (-2.3946, 2.0307, 0.8594)  0.01
P (2.8320, -0.2634, -0.5031)  0.01
O (3.0018, 1.4605, -0.6567)  0.06
O (3.3803, -0.5944, 1.0635)  0.00
H (-0.6318, -3.2169, 0.1518)  0.00
H (0.8214, 1.3735, 0.8152)  0.04
H (-2.8465, -0.4992, -1.6445)  0.00
H (-1.7803, 2.0906, 1.6402)  0.00
H (2.7491, 1.6434, -1.5909)  0.00
H (2.8267, -0.1613, 1.7610)  0.00
Cu (-3.7415, 1.9166, -2.3039)  0.00

The LUMO energy (spin up / spin down) is -9.355 / -12.498 eV. As for the total charge: +2. Its expectation value of S² is 0.759. Its multiplicity is 2.

---

Here are the calculated DFT total energy numbers, same order: -1651.92360; -688.01490; -3286.97323 (Eh).